Formula: C8H15IN
Source: the OMol25 dataset
Level of theory: the ωB97M-V functional and the def2-TZVPD basis

Geometry (Å):
C -1.905 3.322 0.821
C -1.225 2.769 -0.174
C -1.150 1.375 -0.248
C -0.324 0.623 -1.005
C 1.607 -1.469 1.953
C -1.006 -1.679 -0.219
C 1.520 -0.441 0.795
C -0.101 -0.720 -0.861
N 0.720 -1.387 -1.967
I 3.294 -0.171 -0.319
H -2.014 4.392 1.093
H -2.347 2.528 1.454
H -0.739 3.325 -0.942
H -1.763 0.924 0.584
H 0.168 1.301 -1.700
H 2.276 -2.244 1.757
H 1.899 -1.084 2.902
H 0.714 -1.938 2.135
H -1.297 -1.205 0.628
H -0.510 -2.667 -0.281
H -1.810 -1.816 -0.928
H 1.146 0.486 1.098
H 0.511 -2.357 -2.117
H 1.666 -1.088 -1.612
H 0.669 -0.781 -2.848

Summary:
* frontier orbital gap (spin up / spin down): 7.2 / 7.2 eV
* total charge: +1
* relative energy (zero: lowest compared OMol25 entry of this formula, charge and spin): 97.46 kcal per mole

Atom charges from the Löwdin analysis, given in e for atoms 1 to 6: C 0.071; C -0.190; C -0.110; C -0.129; C -0.154; C -0.020

Formula: C8H15IrN2O2
Source: the OMol25 dataset
Level of theory: the ωB97M-V functional and the def2-TZVPD basis

Geometry (Å):
C 1.983 -1.947 -1.283
Ir 0.032 0.004 -0.116
N -1.331 1.053 1.193
N -1.477 -0.479 -1.595
H -1.193 2.056 1.062
H 1.278 -1.806 -0.394
H 2.976 -2.221 -0.901
H 2.089 -0.958 -1.768
H 1.627 -2.745 -1.842
H -1.891 0.355 -2.037
H -2.281 -1.048 -1.298
H -1.069 -1.003 -2.378
H -2.315 0.853 1.016
H -1.156 0.849 2.179
O 0.724 2.886 -0.302
C 1.614 2.243 0.259
O 1.751 0.900 0.091
C 2.504 2.877 1.312
C 3.351 2.092 2.108
C 3.936 2.637 3.254
C 3.655 3.952 3.632
C 2.788 4.729 2.856
C 2.204 4.190 1.711
H 3.557 1.054 1.843
H 4.603 2.027 3.864
H 4.099 4.371 4.537
H 2.557 5.752 3.153
H 1.504 4.797 1.129

Summary:
* spin multiplicity: 6
* frontier orbital gap (spin up / spin down): 4.4 / 5.6 eV
* expectation value of S²: 8.766
* total charge: +1
* relative energy (zero: lowest compared OMol25 entry of this formula, charge and spin): 0.00 kcal per mole

Atom charges from the Löwdin analysis, given in e for atoms 1 to 6: C -0.056; Ir 1.266; N -0.060; N -0.075; H 0.062; H -0.029

Formula: C8H15N
Source: the OMol25 dataset
Level of theory: the ωB97M-V functional and the def2-TZVPD basis

Geometry (Å):
C -0.835 -2.367 -0.334
C -0.792 -0.835 -0.080
C 0.481 -0.833 1.017
C 1.253 0.470 1.073
C 0.291 1.326 0.388
C -0.150 2.620 -0.551
C -1.231 1.706 -1.260
C -0.287 0.447 -0.840
H -1.665 -2.769 -1.115
H -0.033 -2.675 -0.895
H -0.805 -2.945 0.718
H -1.649 -0.435 0.540
H 0.023 -1.047 2.069
H 0.649 -2.770 0.794
H 2.056 -1.786 1.017
H 2.229 -0.096 0.577
H 1.777 0.813 2.038
H -0.549 1.314 1.106
H -0.805 3.555 -0.102
H 0.616 3.072 -1.328
H -1.288 1.857 -2.374
H -2.380 1.596 -0.878
H 0.548 0.143 -1.491
N 1.271 -1.862 0.407

Summary:
* frontier orbital gap: 10.0 eV
* relative energy (zero: lowest compared OMol25 entry of this formula, charge and spin): 154.98 kcal per mole
* SMILES: C[C@@H]1[C@H]2CC[C@@H]2C[C@@H]1N

Atom charges from the Löwdin analysis, given in e for atoms 1 to 6: C -0.126; C -0.214; C -0.436; C -0.168; C -0.250; C -0.139

Formula: C8H15N
Source: the OMol25 dataset
Level of theory: the ωB97M-V functional and the def2-TZVPD basis

Geometry (Å):
C 0.165 2.170 0.434
C 0.820 -1.737 -1.316
C -0.051 0.810 1.026
C 1.390 -0.455 -1.830
C 2.403 0.188 -1.279
N 0.898 0.317 1.700
H 0.729 -0.609 2.084
H -0.702 2.808 0.590
H 1.041 2.615 0.890
H 0.347 2.073 -0.635
H -0.260 -1.650 -1.197
H 1.012 -2.545 -2.030
H 1.266 -2.005 -0.362
H 2.879 -0.169 -0.381
H 2.789 1.106 -1.678
C -1.733 -0.968 1.711
C -1.354 0.144 0.774
C -2.137 0.487 -0.244
H 0.924 -0.075 -2.732
H -1.052 -1.813 1.598
H -1.684 -0.627 2.744
H -2.742 -1.317 1.502
H -3.072 -0.020 -0.433
H -1.875 1.271 -0.937

Summary:
* frontier orbital gap: 10.2 eV
* relative energy (zero: lowest compared OMol25 entry of this formula, charge and spin): 33.05 kcal per mole
* SMILES: [H]/N=C(/C)C(=C)C.C=CC

Atom charges from the Löwdin analysis, given in e for atoms 1 to 6: C -0.056; C -0.115; C -0.425; C -0.253; C -0.028; N 0.160

Formula: C8H15N2
Source: the OMol25 dataset
Level of theory: the ωB97M-V functional and the def2-TZVPD basis

Geometry (Å):
C -0.886 1.159 1.622
C 0.998 1.111 -1.177
C -0.286 0.549 -1.785
C 1.448 0.003 -0.211
C 0.165 -0.706 0.086
C 2.239 0.504 0.991
C 0.012 -1.735 1.128
C -2.040 -1.002 -0.926
N -0.732 -0.426 -0.800
N -1.833 1.790 1.831
H 1.748 1.342 -1.928
H 0.788 2.017 -0.609
H -1.056 1.303 -1.947
H -0.103 0.034 -2.734
H 2.070 -0.729 -0.749
H 1.598 1.079 1.653
H 3.047 1.142 0.646
H 2.678 -0.319 1.547
H -0.873 -1.556 1.736
H 0.880 -1.754 1.780
H -0.103 -2.717 0.665
H -2.049 -1.732 -1.739
H -2.340 -1.496 -0.006
H -2.761 -0.221 -1.166
H -2.612 2.358 2.089

Summary:
* frontier orbital gap: 11.3 eV
* total charge: +1
* relative energy (zero: lowest compared OMol25 entry of this formula, charge and spin): 11.97 kcal per mole

Atom charges from the Löwdin analysis, given in e for atoms 1 to 6: C 0.048; C -0.100; C -0.094; C -0.291; C -0.261; C -0.046

Formula: C8H15N2O
Source: the OMol25 dataset
Level of theory: the ωB97M-V functional and the def2-TZVPD basis

Geometry (Å):
C -4.018 -0.353 -0.384
C -0.728 -1.254 -0.395
C -2.798 0.134 -0.317
C 0.517 0.928 -0.180
C 0.610 -0.581 -0.147
C 1.110 -0.856 1.297
C 1.548 -1.102 -1.310
C -0.647 2.892 0.656
N -0.409 1.492 0.521
N -1.774 -0.517 0.479
O -5.082 -0.694 -0.715
H -1.172 -1.094 -1.449
H -0.771 -2.319 -0.037
H -2.769 1.205 -0.515
H 1.102 1.621 -0.884
H 1.050 -1.890 1.463
H 0.655 -0.149 2.070
H 2.178 -0.562 1.394
H 0.880 -1.303 -2.178
H 2.260 -1.906 -0.932
H 2.275 -0.277 -1.717
H -1.578 3.239 0.232
H -0.685 3.146 1.624
H 0.212 3.403 0.247
H -1.951 -0.845 1.413
H -1.240 0.805 0.734

Summary:
* frontier orbital gap: 8.9 eV
* total charge: +1
* relative energy (zero: lowest compared OMol25 entry of this formula, charge and spin): 95.49 kcal per mole
* SMILES: C/[NH+]=C/C(C)(C)CNC=C=O

Atom charges from the Löwdin analysis, given in e for atoms 1 to 6: C -0.118; C -0.087; C -0.132; C 0.037; C -0.507; C -0.016

Formula: C8H15N2O2S2
Source: the OMol25 dataset
Level of theory: the ωB97M-V functional and the def2-TZVPD basis

Geometry (Å):
C -2.994 0.933 -1.403
C 1.384 0.634 0.462
C -3.177 -0.537 -1.083
C -1.074 -0.127 0.021
C 4.299 0.756 1.679
C -1.722 -2.455 -0.145
C 2.939 1.116 2.103
C 0.552 -0.382 -0.258
N -3.674 1.572 -2.223
N -1.836 -1.111 -0.860
O 1.382 1.812 0.027
O 1.955 0.207 1.547
S -1.486 1.553 -0.545
S 0.971 -0.359 -1.997
H -3.798 -0.542 -0.078
H -3.760 -1.046 -1.903
H -1.377 -0.223 1.111
H 4.268 0.714 0.509
H 5.206 1.339 1.853
H 4.510 -0.251 1.903
H -0.681 -2.532 0.059
H -2.250 -2.232 0.779
H -2.077 -3.178 -0.786
H 2.667 2.134 1.811
H 2.784 0.959 3.223
H 0.723 -1.310 0.172
H -3.434 2.514 -2.144
H -1.502 -0.973 -1.856
H 1.203 1.015 -1.978

Summary:
* frontier orbital gap: 10.4 eV
* total charge: +1
* relative energy (zero: lowest compared OMol25 entry of this formula, charge and spin): 14.49 kcal per mole
* SMILES: [H]/N=C1/C[N@H+](C)[C@@H]([C@@H](S)C(=O)OCC)S1

Atom charges from the Löwdin analysis, given in e for atoms 1 to 6: C -0.610; C -0.560; C -0.125; C -0.478; C -0.063; C 0.088

Formula: C8H15N2S
Source: the OMol25 dataset
Level of theory: the ωB97M-V functional and the def2-TZVPD basis

Geometry (Å):
C 1.037 0.397 -0.472
C -1.769 -1.493 1.508
C -1.814 -0.043 1.783
C 3.190 0.173 -1.210
C 2.291 -0.544 -2.255
C -2.535 -1.493 0.117
C -1.600 0.834 0.543
C -1.349 2.256 0.565
N 2.257 0.941 -0.429
N 1.045 -0.531 -1.457
S -2.362 0.090 -0.765
H -0.815 -1.899 1.156
H -2.187 -2.266 2.290
H -2.664 0.417 2.271
H -1.024 0.121 2.552
H 3.615 -0.724 -0.664
H 4.048 0.837 -1.634
H 2.180 0.146 -3.065
H 2.468 -1.586 -2.508
H -2.283 -2.345 -0.485
H -3.691 -1.614 0.260
H -2.133 2.975 0.924
H -1.026 2.816 -0.421
H -0.432 2.313 1.210
H 2.722 1.479 0.377
H 0.212 -0.940 -1.813

Summary:
* frontier orbital gap (spin up / spin down): 7.5 / 7.5 eV
* total charge: +1
* relative energy (zero: lowest compared OMol25 entry of this formula, charge and spin): 69.73 kcal per mole

Atom charges from the Löwdin analysis, given in e for atoms 1 to 6: C -0.113; C -0.192; C -0.227; C -0.193; C -0.131; C -0.409

Formula: C8H15N3O2S2
Source: the OMol25 dataset
Level of theory: the ωB97M-V functional and the def2-TZVPD basis

Geometry (Å):
C -3.202 1.003 4.415
C -2.354 2.214 4.049
C -1.354 1.952 2.921
C -0.264 0.932 3.272
H 0.682 1.236 2.817
H -0.116 0.909 4.353
C -0.584 -0.487 2.784
C -0.671 -0.543 1.307
N -1.727 -0.825 0.644
N -1.586 -0.803 -0.677
C -0.391 -0.497 -1.053
N 0.008 -0.352 -2.346
H -0.669 -0.629 -3.040
S 1.634 -0.507 -2.795
O 1.612 -0.857 -4.177
O 2.305 -1.354 -1.863
C 2.209 1.188 -2.607
H 1.611 1.809 -3.259
H 2.100 1.475 -1.569
H 3.251 1.212 -2.900
S 0.719 -0.194 0.264
H -1.537 -0.830 3.183
H 0.205 -1.165 3.120
H -0.880 2.903 2.670
H -1.896 1.611 2.037
H -3.015 3.024 3.733
H -1.814 2.560 4.935
H -2.600 0.231 4.886
H -3.983 1.292 5.116
H -3.674 0.588 3.528

Summary:
* frontier orbital gap: 9.8 eV
* relative energy (zero: lowest compared OMol25 entry of this formula, charge and spin): 0.00 kcal per mole
* SMILES: CCCCCc1nnc(NS(C)(=O)=O)s1

Atom charges from the Löwdin analysis, given in e for atoms 1 to 6: C -0.111; C -0.266; C -0.215; C -0.207; H 0.092; H 0.113